A molecular structure, C3H8O, computed with wB97M-V/def2-TZVPD.

Geometry as XYZ:
```
12
Properties=species:S:1:pos:R:3:forces:R:3:nbo_charge:R:1
C 1.514741 -0.254561 0.631372 -0.005 -0.050 0.092 -0.63
C 0.477972 0.206980 -0.373623 0.216 -0.117 -0.182 -0.48
C -1.574296 0.013380 0.246633 0.106 -0.272 0.120 -0.11
O -2.227292 -0.014435 -0.944928 -0.037 0.292 -0.085 -0.69
H 1.649786 0.468972 1.442007 -0.064 -0.084 -0.102 0.21
H 2.494748 -0.391730 0.156730 -0.169 0.043 0.023 0.22
H 1.239772 -1.213839 1.081880 -0.003 0.128 -0.058 0.21
H 0.713958 1.184434 -0.809342 -0.086 -0.058 0.076 0.20
H 0.305565 -0.497429 -1.186006 -0.078 0.074 0.158 0.22
H -0.570138 0.692229 0.311514 0.057 0.091 0.001 0.23
H -1.347188 -1.018478 0.534145 0.049 0.159 -0.032 0.14
H -2.603016 0.863670 -1.090458 0.013 -0.206 -0.012 0.48
```
Positions in Å, forces in eV/Å.

For the max |F|, the calculation gives 0.3 eV Å⁻¹. The value obtained for the energy above the lowest of the compared OMol25 structures with the same formula, charge and spin is 379.41 kJ/mol. The value obtained for the LUMO energy is 1.0 eV. As for the charge: 0. The HOMO-LUMO gap comes out at 8.84 eV.

---

A molecular structure, C2HFO2Y, computed with wB97M-V/def2-TZVPD.

Geometry as XYZ:
```
7
Properties=species:S:1:pos:R:3:forces:R:3:lowdin_spin:R:1
C -0.274412 -0.532212 0.689659 -2.935 -0.504 -3.832 0.11
C 0.837413 0.122311 1.273518 3.694 4.202 3.295 0.02
O 1.241553 0.396057 2.353440 -1.126 -1.315 -4.203 0.04
O -0.536924 -0.187303 -0.557205 1.865 0.207 2.423 0.20
Y -1.827723 -1.782556 1.990417 0.592 0.429 -0.646 0.65
H 0.400402 0.664241 -0.916389 -0.131 -1.046 2.154 0.00
F 1.454083 1.141235 -0.111844 -1.961 -1.974 0.808 -0.01
```
Positions in Å, forces in eV/Å.

For the max |F|, the calculation gives 6.5 eV Å⁻¹. The value obtained for the LUMO energy (spin up / spin down) is -11.5 / -11.6 eV. Its spin multiplicity is 2. As for the charge: +2. The HOMO-LUMO gap (spin up / spin down) comes out at 6.17 / 8.37 eV.

---

2 unconnected molecules or ions with the total composition C4H2N2S, computed with wB97M-V/def2-TZVPD.

Geometry as XYZ:
```
9
Properties=species:S:1:pos:R:3:forces:R:3:nbo_charge:R:1
C 0.290640 -1.884922 0.622300 1.673 -1.473 0.431 0.14
C -0.340616 1.762349 0.110319 -1.402 1.195 1.108 0.19
C -0.587292 -1.089926 -0.054507 -0.359 4.053 -1.156 -0.21
C 0.494232 0.808761 -0.374133 3.459 -4.212 -1.799 -0.50
N 1.154597 -2.543671 1.019671 -0.417 0.273 0.130 -0.19
N -1.099238 2.493049 0.561816 -0.550 0.619 0.211 -0.28
S -2.086298 -1.126617 -0.521910 0.445 -0.192 0.174 0.32
H 0.613280 0.870948 -1.528420 -0.207 -0.392 2.084 0.26
H 1.560695 0.710028 0.164864 -2.642 0.128 -1.182 0.27
```
Positions in Å, forces in eV/Å.

For the max |F|, the calculation gives 5.7 eV Å⁻¹. The value obtained for the energy above the lowest of the compared OMol25 structures with the same formula, charge and spin is 315.82 kJ/mol. The value obtained for the LUMO energy is -2.1 eV. As for the charge: 0. The HOMO-LUMO gap comes out at 7.36 eV.

---

2 unconnected molecules or ions with the total composition C4H12NO3, computed with wB97M-V/def2-TZVPD.

Geometry as XYZ:
```
20
Properties=species:S:1:pos:R:3:forces:R:3:nbo_charge:R:1
O -1.448842 2.527015 0.593224 0.564 -1.339 0.123 -0.50
C -0.495525 1.895318 0.947715 1.758 2.125 0.401 0.77
O 0.521533 2.467008 1.718345 -0.909 2.875 -0.974 -0.74
C -0.062187 0.488660 0.473258 -3.109 0.012 -1.217 -0.19
C -1.418503 -0.380993 0.505046 1.549 0.781 -2.321 -0.39
C -2.251212 -0.116928 -0.923806 -0.938 0.637 0.591 -0.65
N 0.861666 -0.252616 1.364884 2.290 0.373 2.145 -0.73
H 0.433348 3.563185 1.666843 -0.009 -4.200 0.367 0.54
H 0.224098 0.673766 -0.612666 0.524 -0.771 1.545 0.28
H -1.828191 -0.012422 1.482371 -0.699 -0.984 -1.183 0.23
H -1.116968 -1.489868 0.499055 -0.709 1.573 0.290 0.21
H -1.998104 0.709028 -1.740543 0.575 -1.594 2.209 0.25
H -3.258082 0.287341 -0.594552 0.886 -1.088 -0.551 0.25
H -2.304550 -1.106027 -1.474943 -0.258 1.273 0.810 0.23
H 0.836932 -1.305371 1.059249 0.305 2.354 1.178 0.48
H 0.565197 -0.064239 2.421849 0.293 -1.115 -2.623 0.48
H 1.887363 0.133106 1.440836 -2.078 -0.943 -0.803 0.48
H 3.351819 -1.833237 -3.085577 1.290 -3.310 0.863 0.48
H 3.746713 -3.513462 -3.137069 -0.306 1.958 0.332 0.50
O 3.753495 -2.669265 -2.603521 -1.019 1.384 -1.184 -0.98
```
Positions in Å, forces in eV/Å.

For the max |F|, the calculation gives 4.2 eV Å⁻¹. The value obtained for the energy above the lowest of the compared OMol25 structures with the same formula, charge and spin is 312.07 kJ/mol. The value obtained for the LUMO energy is -4.1 eV. As for the charge: +1. The HOMO-LUMO gap comes out at 9.87 eV.

---

A molecular structure, C22H41BCeN7P, computed with wB97M-V/def2-TZVPD.

Geometry as XYZ:
```
73
Properties=species:S:1:pos:R:3:forces:R:3:lowdin_charge:R:1
H 0.355023 3.126516 1.007533 0.156 -0.095 -0.213 0.09
N 0.645638 1.738572 -0.590967 -0.105 0.350 -0.282 0.00
B 0.982573 0.745666 -2.912502 0.285 0.666 0.673 -0.46
N 1.051844 1.928773 -1.898029 -0.195 -0.486 0.695 -0.03
C 1.371537 3.214144 -2.117645 -0.275 -0.025 0.754 -0.04
Ce -0.361414 -0.874445 0.063609 1.841 -0.328 2.638 1.31
H 1.706783 3.537362 -3.094951 -0.032 0.003 0.209 0.14
C 1.161433 3.911988 -0.931645 -0.124 -0.233 0.000 -0.03
H 1.303422 4.962694 -0.761919 0.032 0.078 -0.006 0.10
C 0.692338 2.960910 -0.008973 0.294 -0.481 -1.301 -0.11
H 1.317436 1.088655 -4.009385 -0.075 -0.093 0.119 0.13
C -0.813271 -2.945483 -0.869366 -0.154 -0.397 0.491 -0.18
H -1.348808 -3.407106 -0.014031 0.145 -0.112 -0.189 0.03
H 0.139872 -3.465292 -1.056473 -0.360 0.065 0.081 0.04
H -1.462277 -2.979150 -1.750021 0.219 0.037 0.120 0.04
N -0.521335 0.317689 -2.910765 -0.856 -1.072 1.135 0.06
N 1.906932 -0.382948 -2.377316 -0.286 -0.931 0.872 0.01
N -1.127968 -0.105026 -1.698050 -2.181 2.202 -5.251 -0.22
N 1.628450 -1.046195 -1.180830 1.343 -0.032 -0.900 -0.11
C -1.435133 0.315696 -3.884893 0.414 0.010 1.066 0.02
C 3.060486 -0.844180 -2.887222 -0.585 -0.172 0.690 -0.01
H -1.133181 0.588352 -4.887662 -0.151 -0.038 0.085 0.15
H 3.426137 -0.443428 -3.822454 0.049 -0.119 0.119 0.14
C -2.680098 -0.047863 -3.355808 0.035 -0.095 0.774 0.02
C 3.568190 -1.825291 -2.032926 -0.331 0.039 0.386 -0.01
C -2.471700 -0.286190 -1.996034 1.402 0.207 -1.187 -0.06
C 2.658644 -1.922401 -0.971102 -0.352 1.012 -1.258 -0.08
H -3.604006 -0.117454 -3.900588 -0.082 -0.014 0.046 0.12
H 4.466209 -2.399060 -2.167716 0.082 0.010 0.000 0.11
H -3.165949 -0.610010 -1.235661 -0.148 -0.007 -0.004 0.13
H 2.675986 -2.566212 -0.097430 0.027 0.099 -0.187 0.13
H 0.048628 1.118160 1.728425 0.005 -0.411 0.606 -0.01
C -2.703328 -0.513122 4.224821 -0.181 0.018 0.090 -0.08
C -1.696696 0.644266 4.381374 0.145 0.068 0.452 -0.60
C -2.235838 1.831673 3.552062 0.097 0.059 0.005 -0.07
C -1.634771 1.062683 5.862626 -0.248 0.062 0.273 -0.07
P 0.005419 0.119016 3.762861 -0.079 0.390 -0.245 1.06
N -0.111293 0.173105 2.120502 0.006 -0.335 -0.969 -0.34
C 1.388607 1.315826 4.194526 0.029 -0.141 0.381 -0.59
C 1.826048 1.154614 5.662171 0.163 0.205 0.226 -0.06
C 2.598190 1.088058 3.259009 0.058 -0.058 -0.067 -0.06
C 0.921091 2.764886 3.979264 -0.038 0.214 -0.014 -0.07
C 0.425215 -1.641445 4.286535 -0.025 0.198 0.020 -0.59
C 1.917626 -1.951393 4.056192 0.121 -0.184 0.024 -0.07
C 0.106520 -1.832174 5.788079 0.025 -0.191 0.150 -0.06
C -0.379979 -2.666322 3.464291 -0.208 -0.070 0.106 -0.07
H -3.705587 -0.134971 4.482822 0.342 -0.044 -0.090 0.11
H -2.507859 -1.355403 4.899233 -0.063 0.256 -0.269 0.07
H -2.755628 -0.872886 3.188894 -0.004 0.045 0.175 0.08
H -3.267265 2.031823 3.881645 0.332 -0.079 -0.078 0.11
H -1.659355 2.751098 3.706609 -0.200 -0.272 -0.097 0.07
H -2.267277 1.603033 2.479215 -0.014 0.060 0.226 0.07
H -1.245822 0.272605 6.517028 -0.127 0.258 -0.188 0.07
H -1.039467 1.970574 6.021552 -0.185 -0.249 -0.079 0.07
H -2.660400 1.285557 6.199052 0.317 -0.049 -0.092 0.11
H 2.302906 0.189259 5.869177 -0.139 0.300 -0.070 0.07
H 2.572965 1.935436 5.877858 -0.213 -0.245 -0.045 0.11
H 0.996535 1.296083 6.368062 0.272 -0.041 -0.200 0.08
H 2.304085 1.079327 2.202461 0.107 0.042 0.181 0.07
H 3.300237 1.923214 3.398691 -0.218 -0.222 0.017 0.11
H 3.141026 0.163980 3.476452 -0.136 0.296 -0.076 0.07
H 0.563180 2.934376 2.954640 0.033 0.003 0.349 0.05
H 0.152209 3.084762 4.692245 0.201 -0.107 -0.221 0.08
H 1.790649 3.424795 4.122922 -0.251 -0.224 -0.028 0.11
H 2.586292 -1.372008 4.702878 -0.236 -0.176 -0.261 0.07
H 2.090331 -3.011129 4.303545 -0.148 0.291 -0.078 0.11
H 2.210600 -1.812180 3.006465 -0.029 0.043 0.235 0.08
H -0.968201 -1.800483 6.005271 0.378 -0.007 -0.064 0.07
H 0.464757 -2.828894 6.091596 -0.083 0.288 -0.137 0.11
H 0.618162 -1.099515 6.426753 -0.173 -0.236 -0.226 0.08
H -1.462618 -2.534067 3.544389 0.309 -0.069 -0.092 0.07
H -0.093377 -2.672752 2.397717 0.036 -0.005 0.219 0.05
H -0.150005 -3.667048 3.862111 -0.012 0.269 -0.222 0.11
```
Positions in Å, forces in eV/Å.

For the max |F|, the calculation gives 6.1 eV Å⁻¹. The value obtained for the LUMO energy (spin up / spin down) is -7.1 / -7.0 eV. As for the charge: +2. The HOMO-LUMO gap (spin up / spin down) comes out at 7.30 / 7.33 eV.

---

A molecular structure, C3H5ClS, computed with wB97M-V/def2-TZVPD.

Geometry as XYZ:
```
10
Properties=species:S:1:pos:R:3:forces:R:3:nbo_charge:R:1
C 0.516001 -0.736993 -0.416935 1.875 -1.778 -0.065 -0.65
C 0.107443 0.450166 0.135845 -6.975 2.348 8.844 -0.21
C -0.897926 0.079848 1.260511 2.353 1.776 -1.953 -0.26
H 0.293313 1.048656 -2.679835 0.680 -2.580 2.512 0.17
H 1.413271 -1.037576 0.114078 1.075 -0.045 -0.415 0.25
H -0.094332 -1.581434 -0.167834 -0.962 -0.446 -1.226 0.24
H 0.513766 1.486800 -0.242856 -1.431 -2.144 1.575 0.28
H -1.163463 -1.062340 1.792656 0.892 3.641 -2.212 0.26
S 1.095742 -0.081891 -1.888447 1.664 0.612 -6.486 -0.02
Cl -1.783815 1.434765 2.092817 0.829 -1.384 -0.573 -0.06
```
Positions in Å, forces in eV/Å.

For the max |F|, the calculation gives 11.5 eV Å⁻¹. The value obtained for the energy above the lowest of the compared OMol25 structures with the same formula, charge and spin is 454.64 kJ/mol. The value obtained for the LUMO energy is 0.2 eV. As for the charge: 0. The HOMO-LUMO gap comes out at 8.73 eV.